Record 1
Molecular formula: C2H4N2S2
Method: DFT, wB97M-V/def2-TZVPD

Results
Highest occupied orbital energy (spin up / spin down) (eV): -8.02 / -8.02
SMILES: C=[N+]([S-])S.C#N
Molecular weight (g/mol): 120.20
Energy relative to the best compared isomer or geometry (same formula, charge and spin) (kJ/mol): 396.0
E_tot (hartree): -984.36404
HOMO-LUMO gap (spin up / spin down) (eV): 8.23 / 8.23
Net charge: 0

Last column: Löwdin charge in e.
Cartesian coordinates (Å):
1 C -1.77762 -0.08556 1.81942  -0.205
2 N -0.68022 -0.11417 1.21351  -1.107
3 S 0.80327 -0.28962 1.79518  0.502
4 S -0.99660 0.03920 -0.53511  0.721
5 H -2.74386 0.38538 1.31069  0.113
6 H -1.76646 -0.34420 2.86780  0.073
7 H 0.20270 0.52066 -0.96328  -0.133
8 C 1.35407 -2.04293 -2.72658  -0.069
9 N 1.50589 -1.38241 -1.80108  0.040
10 H 1.02109 -2.50633 -3.65127  0.064



Record 2
Molecular formula: C21H49Fe2N7O11S
Method: DFT, wB97M-V/def2-TZVPD

Results
Highest occupied orbital energy (spin up / spin down) (eV): -13.34 / -12.09
Molecular weight (g/mol): 719.42
Spin multiplicity: 9
E_tot (hartree): -4965.86464
HOMO-LUMO gap (spin up / spin down) (eV): 9.97 / 8.62
Net charge: +2

Last column: Löwdin charge in e.
Cartesian coordinates (Å):
1 Fe 2.75149 1.51039 0.68975  0.875
2 Fe -1.59751 -1.04093 -0.95784  0.791
3 S 0.59855 0.32119 -0.31102  0.357
4 O 0.66054 1.46999 0.64853  -0.364
5 O 2.04981 0.12210 -0.63787  -0.370
6 O 0.04207 -0.90973 0.31453  -0.375
7 O -0.29185 0.60238 -1.44944  -0.330
8 C -0.07586 -3.36221 -2.83386  -0.269
9 O -0.52436 -2.49332 -2.09816  -0.039
10 N 1.05655 -4.02520 -2.59218  -0.172
11 C 1.68775 -4.83559 -3.63301  -0.022
12 C 1.81966 -3.70612 -1.39330  -0.015
13 H -0.60103 -3.64192 -3.75770  0.153
14 H 0.92425 -5.10876 -4.35573  0.090
15 H 2.15049 -5.69968 -3.16749  0.092
16 H 2.44289 -4.24044 -4.14913  0.099
17 H 1.12843 -3.34018 -0.63497  0.076
18 H 2.28373 -4.62170 -1.03525  0.093
19 H 2.51283 -2.88740 -1.59263  0.105
20 C 2.58682 -1.08183 2.32881  -0.255
21 O 3.01628 0.07188 2.20684  -0.066
22 N 3.29634 -2.09188 2.81773  -0.156
23 C 2.70957 -3.41281 2.89095  -0.032
24 C 4.73737 -2.00272 2.98997  -0.010
25 H 1.56829 -1.33848 2.01960  0.132
26 H 3.28814 -4.14428 2.32221  0.097
27 H 1.68099 -3.40622 2.54441  0.088
28 H 2.74158 -3.76976 3.92547  0.101
29 H 5.03156 -2.36143 3.97369  0.101
30 H 5.24521 -2.55821 2.19854  0.104
31 H 5.06358 -0.97146 2.88596  0.089
32 C 2.58212 3.87196 -1.59926  -0.255
33 O 2.87059 2.92776 -0.87113  -0.049
34 N 3.30261 4.27150 -2.64594  -0.162
35 C 2.97406 5.50513 -3.34652  -0.034
36 C 4.56501 3.63726 -3.00774  -0.010
37 H 1.68197 4.47797 -1.44592  0.155
38 H 3.83242 6.16659 -3.43358  0.096
39 H 2.19647 6.06677 -2.82617  0.090
40 H 2.56270 5.29166 -4.33576  0.099
41 H 5.35587 4.38373 -3.04278  0.098
42 H 4.83111 2.88316 -2.27234  0.086
43 H 4.47794 3.13459 -3.97119  0.102
44 C -3.30835 -0.07657 -3.60827  -0.269
45 O -2.75067 -0.42908 -2.56790  -0.056
46 N -4.57215 -0.33565 -3.90396  -0.161
47 C -5.18558 0.25126 -5.09075  -0.023
48 C -5.41391 -1.02712 -2.93231  -0.010
49 H -2.76283 0.44694 -4.40354  0.163
50 H -4.99850 -0.36339 -5.97158  0.100
51 H -4.80920 1.25765 -5.25691  0.094
52 H -6.26010 0.30578 -4.94596  0.094
53 H -6.29926 -1.41311 -3.42749  0.095
54 H -4.84287 -1.81328 -2.44893  0.088
55 H -5.76484 -0.32948 -2.16482  0.104
56 C -2.99352 1.19263 0.97912  -0.267
57 O -2.71143 0.22008 0.28487  -0.046
58 N -2.88818 2.45314 0.57792  -0.157
59 C -2.95657 3.54254 1.55438  -0.022
60 C -2.59618 2.80148 -0.80080  -0.013
61 H -3.33324 1.10007 2.01614  0.153
62 H -1.95611 3.71270 1.96449  0.095
63 H -3.63972 3.31101 2.36649  0.092
64 H -3.24823 4.46501 1.06065  0.090
65 H -1.53496 3.02496 -0.92480  0.093
66 H -2.87359 1.98227 -1.45585  0.075
67 H -3.17598 3.69073 -1.04577  0.095
68 C -2.26814 -3.77231 0.82957  -0.268
69 O -2.09821 -2.65689 0.34297  -0.042
70 N -3.33443 -4.13592 1.53074  -0.173
71 C -3.35474 -5.41756 2.20469  -0.034
72 C -4.38905 -3.19945 1.83332  -0.018
73 H -1.51631 -4.56560 0.71922  0.153
74 H -2.77669 -6.15570 1.65131  0.093
75 H -4.37792 -5.76408 2.31427  0.095
76 H -2.89941 -5.36190 3.19896  0.100
77 H -4.22814 -2.68337 2.78072  0.105
78 H -4.47965 -2.46148 1.03877  0.087
79 H -5.33229 -3.74401 1.87029  0.096
80 C 3.00719 3.80821 2.97532  -0.257
81 O 2.88838 3.01580 2.03320  -0.065
82 N 2.61610 3.56856 4.20651  -0.161
83 C 2.82496 4.51296 5.27824  -0.029
84 C 1.95714 2.31162 4.52539  -0.009
85 H 3.47464 4.78946 2.83241  0.157
86 H 3.66943 4.21198 5.90065  0.104
87 H 1.93765 4.56445 5.90780  0.096
88 H 2.99477 5.52052 4.90307  0.096
89 H 1.24068 2.49314 5.32812  0.095
90 H 1.43941 1.90997 3.66177  0.083
91 H 2.66356 1.57729 4.91928  0.104